The following is a DFT calculation (the ωB97M-V functional and the def2-TZVPD basis) of a 2-piece molecular cluster, CH2FIO overall.

ORCA input file:
```
! RIJCOSX wB97M-V def2-TZVPD def2/J DEFGRID3
* xyz 0 1
C 0.89 -0.63 -0.35
O -0.27 0.91 0.52
F 0.42 -1.59 0.29
I 2.80 0.12 0.05
H 0.42 -0.58 -1.29
H -0.69 1.16 -0.28
*
```

The energy is -511.9773 Ha. The value obtained for the HOMO-LUMO gap is 9.4554 eV. As for the lowest unoccupied orbital energy: -0.21 eV. The energy above the lowest of the compared OMol25 structures with the same formula, charge and spin comes out at 273.7 kJ/mol. For the largest force on an atom, the calculation gives 0.103 Eh/bohr.



The following is a DFT calculation (the ωB97M-V functional and the def2-TZVPD basis) of a 2-piece molecular cluster, C7H9N2O3 overall.

ORCA input file:
```
! RIJCOSX wB97M-V def2-TZVPD def2/J DEFGRID3
* xyz 1 3
C 0.88 1.43 -0.86
C 2.12 0.91 -1.27
C 0.50 0.77 0.34
C 2.46 0.11 -0.20
C -1.51 1.35 1.85
C -0.59 0.90 1.10
C -2.76 -1.19 -0.84
N 3.77 -0.62 0.14
N -1.70 -1.31 0.21
O 4.79 -0.05 -0.17
O 3.61 -1.68 0.68
O 1.54 -0.01 0.69
H 0.10 2.00 -1.38
H 2.78 1.33 -2.03
H -2.49 1.03 1.71
H -1.23 2.07 2.63
H -3.62 -0.59 -0.43
H -2.40 -0.48 -1.74
H -2.94 -2.17 -1.32
H -1.15 -2.15 -0.15
H -2.13 -1.64 1.04
*
```

The energy is -606.7679 Ha. The value obtained for the HOMO-LUMO gap (alpha / beta) is 7.9270 / 5.5468 eV. As for the lowest unoccupied orbital energy (alpha / beta): -3.81 / -8.60 eV. The energy above the lowest of the compared OMol25 structures with the same formula, charge and spin comes out at 470.7 kJ/mol. For the largest force on an atom, the calculation gives 0.078 Eh/bohr. Its expectation value of S² is 2.0245.